{
  "formula": "C42H36BF4O26",
  "method": "ωB97M-V/def2-TZVPD",
  "charge": -1,
  "de_lowest_kj_mol": 217.0,
  "gap_ev": 5.9,
  "e_tot_ha": -4002.2047,
  "symbols": ["B", "F", "F", "F", "F", "C", "C", "C", "O", "C", "C", "C", "O", "O", "O", "H", "H", "H", "H", "C", "C", "C", "O", "C", "C", "C", "O", "O", "O", "H", "H", "H", "H", "C", "C", "C", "O", "C", "C", "C", "O", "O", "O", "H", "H", "H", "H", "C", "C", "C", "O", "C", "C", "C", "O", "O", "O", "H", "H", "H", "H", "C", "C", "C", "O", "C", "C", "C", "O", "O", "O", "H", "H", "H", "H", "C", "C", "C", "O", "C", "C", "C", "O", "O", "O", "H", "H", "H", "H", "C", "C", "O", "C", "H", "H", "H", "H", "H", "H", "C", "C", "O", "C", "H", "H", "H", "H", "H", "H"],
  "positions_angstrom": [[0.5706, -0.5305, -0.0566], [-0.6364, -1.3305, -0.1626], [1.1916, -0.9935, 1.1174], [1.2646, -0.6595, -1.2016], [0.3006, 0.8235, 0.0224], [2.4986, 1.9095, -6.5856], [3.2406, 3.2485, -6.7836], [4.0156, 3.8135, -5.6596], [4.7756, 4.7365, -5.8566], [3.7386, 3.1745, -4.4266], [3.0026, 1.8615, -4.2526], [2.4706, 1.2075, -5.3936], [1.9576, 0.0955, -5.1446], [2.7946, 1.3775, -2.9276], [3.4586, 3.8525, -8.0056], [2.0206, 1.3675, -7.4836], [4.0026, 3.5765, -3.5086], [2.3806, 0.4155, -3.0636], [4.1816, 4.4845, -8.0126], [1.3956, -5.9635, 0.9104], [1.3366, -4.5235, 1.3724], [0.4436, -4.1815, 2.5004], [0.2836, -3.0145, 2.8434], [-0.2794, -5.2565, 3.1234], [-0.0324, -6.6855, 2.7344], [0.7836, -7.0985, 1.6074], [0.9896, -8.2165, 1.1974], [-0.6804, -7.7225, 3.3244], [2.0006, -3.4345, 0.8614], [2.0236, -6.3165, 0.0674], [-0.8524, -5.0585, 3.9974], [-0.8924, -7.6425, 4.2024], [1.7696, -2.6605, 1.0994], [-1.4074, 2.8635, -6.5236], [-2.0014, 1.5005, -6.6306], [-1.9234, 0.5275, -5.5686], [-2.4634, -0.5775, -5.4536], [-1.0844, 0.8745, -4.3736], [-0.5704, 2.2175, -4.2276], [-0.5784, 3.2045, -5.3656], [-0.0244, 4.2935, -5.3116], [0.0706, 2.8145, -2.9866], [-2.6774, 1.1345, -7.7496], [-1.3064, 3.6655, -7.1926], [-0.9024, 0.2445, -3.4666], [-0.0504, 2.0625, -2.3066], [-3.3144, 0.4645, -7.6766], [-2.4004, 1.4585, 4.1934], [-1.3974, 0.3865, 3.9614], [-0.4244, 0.0575, 4.9624], [0.4496, -0.8125, 4.7424], [-0.3594, 0.8095, 6.2734], [-1.5004, 1.8385, 6.5654], [-2.5544, 2.0985, 5.5124], [-3.2124, 3.0725, 5.5644], [-1.4544, 2.6175, 7.5794], [-1.3614, -0.4675, 2.8694], [-3.1394, 1.6965, 3.5564], [0.4396, 0.7955, 6.8904], [-0.7264, 2.4055, 8.0474], [-0.3874, -0.9705, 2.8574], [-3.4644, -6.5205, 0.0244], [-2.3714, -6.9935, -0.9146], [-1.3684, -6.0755, -1.3716], [-0.4114, -6.3745, -2.2536], [-1.2644, -4.7305, -0.8256], [-2.3984, -4.2305, 0.1494], [-3.3014, -5.1545, 0.6814], [-4.2434, -4.7435, 1.4344], [-2.3354, -2.9255, 0.7074], [-2.4964, -8.2515, -1.3636], [-4.1564, -7.2825, 0.4764], [-0.5904, -3.9165, -1.1446], [-1.6414, -2.3215, 0.2714], [-1.9014, -8.1995, -2.0656], [1.2576, 4.0455, 4.7134], [0.5776, 3.3585, 3.4224], [-0.6494, 3.9455, 2.7964], [-1.0344, 3.5665, 1.7774], [-1.2014, 5.0875, 3.4454], [-0.7334, 5.6325, 4.8174], [0.4986, 5.1055, 5.4074], [0.9376, 5.5845, 6.4274], [-1.3974, 6.5435, 5.5374], [1.1386, 2.2795, 2.7924], [2.2166, 3.4815, 5.0884], [-2.2304, 5.3265, 3.1034], [-2.1414, 6.9175, 5.2314], [0.6206, 1.9675, 2.0764], [-3.8314, 2.8515, -1.5676], [-4.2744, 1.8085, -0.5376], [-5.3544, 1.6705, -0.0426], [-3.1084, 0.9945, 0.0334], [-4.7474, 3.4575, -1.8156], [-3.6064, 2.5555, -2.6296], [-3.0654, 3.6245, -1.1166], [-3.4574, 0.5045, 0.9624], [-2.2444, 1.2825, 0.6984], [-2.6694, 0.2335, -0.6796], [5.9346, 0.6175, -0.3976], [5.5536, -0.0735, 0.8614], [6.4246, -0.3505, 1.6414], [4.0816, -0.3805, 1.1934], [6.9776, 1.2845, -0.5796], [5.3826, 1.4255, -0.2526], [5.5156, 0.1255, -1.1986], [3.5256, 0.5315, 1.4044], [3.8746, -1.0715, 1.9884], [3.9206, -1.1445, 0.3974]],
  "atomic_forces_ev_per_a": [[-0.83, 0.09, 0.58], [0.22, 0.60, -0.37], [0.25, 0.37, -0.12], [1.31, -1.03, -1.36], [-0.71, 0.76, 0.86], [1.54, 4.53, -5.54], [-1.59, -4.43, -2.08], [-0.70, -0.58, 0.48], [0.39, 0.54, -0.19], [-3.00, -5.80, 1.52], [3.54, 6.03, 4.30], [-1.48, -2.68, 1.75], [0.40, 0.88, -1.25], [-0.30, -1.47, -4.39], [-1.80, -2.33, 1.44], [0.92, 1.25, 1.40], [0.85, 0.99, 1.38], [0.93, 2.60, 0.36], [0.29, 0.37, 0.99], [1.29, 5.18, 0.46], [1.12, -3.01, -2.21], [-0.73, 0.78, 0.37], [0.26, -0.88, -0.29], [1.48, -6.17, -1.34], [-3.04, 4.12, 3.43], [1.11, 2.07, -1.67], [-0.48, -0.65, 0.62], [1.47, -0.28, -3.73], [2.71, -12.33, -3.37], [-0.42, 0.82, 0.52], [-0.55, 0.16, 0.38], [-0.88, 0.95, 3.27], [-3.48, 8.93, 3.49], [-1.20, -6.00, 0.95], [0.57, 5.17, -2.15], [1.39, -2.31, 4.45], [-0.28, 1.50, -1.97], [2.07, 5.17, 1.42], [0.50, -1.78, 2.35], [-0.46, 0.33, 0.91], [-0.17, -0.98, 0.02], [-2.37, -3.95, -2.45], [1.98, 2.60, -0.21], [-0.71, 0.40, -1.63], [-0.69, 0.02, -1.32], [0.47, 1.67, -1.09], [-1.11, -1.85, 0.93], [5.46, -5.47, 1.83], [-4.59, 1.56, -2.16], [3.86, -0.73, 3.43], [-1.80, 1.59, -0.05], [-8.12, 3.82, -2.52], [4.91, -5.92, -3.13], [3.49, -1.36, -1.78], [-2.61, 2.60, 1.19], [-4.12, 2.20, -0.89], [2.59, 0.99, 1.46], [-2.26, 0.61, -2.53], [2.52, -0.38, 1.78], [3.95, -0.81, 2.87], [-3.08, 1.43, 0.45], [5.00, -1.24, -1.67], [-6.81, 0.83, 4.87], [6.03, 1.84, -3.56], [-4.48, -0.15, 3.34], [-5.53, 2.26, 3.82], [8.37, 3.43, -2.95], [-6.55, -1.60, 1.21], [2.88, -1.33, -1.42], [-0.47, -3.45, -1.71], [-0.56, 1.20, 1.40], [0.69, 1.12, -0.70], [-0.16, -1.09, -0.14], [-0.72, -1.07, 0.47], [2.07, -1.01, -2.59], [-1.96, -4.41, -5.24], [4.06, 0.68, 4.42], [2.71, 2.32, 4.53], [-2.03, -2.60, -5.24], [-0.43, 3.15, 6.28], [-3.92, -1.82, -6.31], [2.31, -1.09, -0.26], [-0.07, 0.42, 0.90], [5.45, -2.51, 2.05], [0.56, 2.53, 3.18], [-2.17, 1.64, -0.52], [0.91, 0.27, 0.24], [-4.18, 1.53, -2.46], [-1.37, -0.36, -1.75], [-1.42, 2.45, -0.75], [3.37, 0.24, 0.78], [-0.97, 0.44, -0.62], [0.88, -2.04, 1.67], [0.60, -0.23, 0.60], [0.65, -0.44, 1.37], [-1.20, -1.96, -0.94], [-1.03, -0.95, -0.99], [-0.15, 1.65, -1.82], [-0.67, 0.81, 0.71], [3.63, 0.79, 0.39], [1.18, -0.58, 1.89], [0.75, -0.50, 1.09], [1.33, -0.97, -1.46], [-2.16, -3.07, 0.78], [-3.22, 4.02, -0.09], [-0.43, -0.94, -2.26], [-0.57, -0.26, -1.09], [0.94, 0.13, 1.24], [-1.41, 1.42, -0.50]]
}

{
  "formula": "C26H19LiN3O4PSe",
  "method": "ωB97M-V/def2-TZVPD",
  "charge": -2,
  "de_lowest_kj_mol": 0.0,
  "gap_ev": 5.3,
  "e_tot_ha": -4217.8300,
  "symbols": ["Li", "O", "C", "O", "C", "O", "O", "Se", "N", "C", "C", "C", "C", "C", "C", "N", "H", "H", "H", "H", "N", "P", "C", "C", "C", "C", "C", "C", "C", "C", "C", "C", "C", "C", "C", "C", "C", "C", "C", "C", "H", "H", "H", "H", "H", "H", "H", "H", "H", "H", "H", "H", "H", "H", "H"],
  "positions_angstrom": [[0.5942, 1.2464, 0.7321], [0.6014, -1.5809, 3.2692], [1.0830, -0.6713, 2.6173], [0.8764, -0.4235, 1.3847], [2.6314, 1.2620, 2.5736], [3.9628, 1.2631, 2.5673], [1.9614, 2.1108, 1.9773], [4.8131, -0.4766, 3.0567], [1.9990, 0.2149, 3.2939], [2.1902, 0.1136, 4.7033], [1.0614, 0.3315, 5.5080], [1.0983, 0.2180, 6.8828], [2.2420, -0.2508, 7.5025], [3.3713, -0.4821, 6.7659], [3.3986, -0.2677, 5.3481], [4.6501, -0.3667, 4.7831], [0.2067, 0.6261, 4.9666], [0.1783, 0.4157, 7.4442], [2.2476, -0.4004, 8.5922], [4.3177, -0.8639, 7.1745], [-0.3461, 1.9377, -0.8883], [-0.8583, 0.8226, -1.7852], [-1.6749, -0.6650, -1.0978], [-2.9921, -0.6031, -0.6677], [-3.5217, -1.6134, 0.1321], [-2.7440, -2.6840, 0.5004], [-1.4349, -2.7818, 0.0093], [-0.8759, -1.7797, -0.7411], [0.4218, 0.0475, -2.9039], [0.1568, -0.8329, -3.9699], [1.2055, -1.3196, -4.7457], [2.5364, -0.9799, -4.4373], [2.8051, -0.1390, -3.3688], [1.7482, 0.3723, -2.6218], [-2.1509, 1.3074, -3.0380], [-2.9471, 0.4982, -3.8595], [-3.8444, 1.0534, -4.7366], [-3.9812, 2.4444, -4.8486], [-3.1596, 3.2527, -4.0726], [-2.2961, 2.6730, -3.1652], [-3.5810, 0.3054, -0.8914], [-4.5485, -1.5211, 0.4446], [-3.1332, -3.4661, 1.1675], [-0.8058, -3.5973, 0.3788], [0.1766, -1.7908, -0.9482], [-0.9081, -1.1412, -4.1383], [1.0152, -1.9630, -5.5945], [3.3549, -1.3600, -5.0374], [3.7947, 0.1525, -3.0856], [1.9673, 1.0710, -1.7889], [-2.8960, -0.5933, -3.7617], [-4.4443, 0.3985, -5.3941], [-4.7243, 2.8493, -5.4717], [-3.1483, 4.3197, -4.1865], [-1.6506, 3.3075, -2.5296]],
  "atomic_forces_ev_per_a": [[-0.05, 0.46, -0.20], [-0.17, -0.52, 0.60], [-0.25, 0.17, -0.74], [0.36, 0.16, 0.33], [0.04, -0.09, -0.33], [-0.95, -0.01, -0.09], [0.76, -0.56, 0.21], [-0.32, 0.38, -0.20], [0.36, 0.50, -0.21], [-0.11, -0.50, 1.14], [1.61, 0.05, -0.27], [-1.28, -0.04, -0.02], [0.26, 0.02, 0.97], [0.53, -0.12, -1.00], [0.21, -0.27, 0.05], [0.17, 0.04, 0.33], [-1.13, 0.28, -0.26], [0.39, -0.08, -0.07], [0.03, 0.01, -0.45], [-0.52, 0.29, 0.03], [0.02, -0.27, 0.31], [-0.02, -0.20, -0.47], [0.81, -0.48, 0.26], [-0.06, 0.48, -0.02], [-0.27, 0.50, -0.34], [0.32, -0.78, -0.16], [-0.02, -0.66, 1.11], [-1.00, 0.86, -0.10], [0.15, -0.29, -0.13], [-0.60, 0.06, 0.35], [0.37, 0.17, 0.25], [-0.44, 0.03, -0.09], [-0.83, -0.06, -0.03], [0.01, 0.56, 0.49], [-0.09, -0.02, -0.14], [0.48, -0.65, 0.74], [-0.82, 0.19, -0.93], [0.99, -0.83, 0.94], [-0.37, -0.39, -0.32], [0.95, 0.86, 0.47], [0.25, -0.64, 0.08], [-0.20, -0.07, 0.27], [0.16, 0.39, -0.34], [-0.18, 0.24, -0.24], [0.26, -0.02, -0.23], [1.28, 0.26, -0.10], [-0.08, -0.11, -0.01], [-0.06, -0.08, -0.06], [0.54, -0.05, -0.07], [-0.37, -0.49, -0.55], [0.00, 0.43, -0.07], [0.23, 0.37, 0.50], [-0.71, 0.53, -0.92], [-0.28, 0.41, 0.02], [-0.35, -0.44, -0.27]]
}

{
  "formula": "C2H8N2O2",
  "method": "ωB97M-V/def2-TZVPD",
  "charge": 0,
  "smiles": "O=CO.NCN",
  "de_lowest_kj_mol": 194.8,
  "gap_ev": 8.7,
  "e_tot_ha": -340.9562,
  "symbols": ["N", "C", "N", "H", "H", "H", "H", "H", "H", "O", "C", "O", "H", "H"],
  "positions_angstrom": [[1.2852, 0.2858, 0.5103], [0.4007, 0.5112, 1.7313], [-0.2757, 1.8014, 1.8164], [1.9773, 0.9714, 0.3424], [0.9128, 0.0031, -0.3887], [0.9334, 0.2846, 2.6393], [-0.3909, -0.2878, 1.5694], [-1.2112, 1.7293, 1.3098], [0.3679, 2.5017, 1.3046], [-0.5535, -0.0692, -1.6654], [-0.6811, -1.2967, -1.9109], [-1.4283, -1.7292, -2.9263], [-0.2299, -2.0669, -1.2663], [-1.1065, -2.6386, -3.0661]],
  "atomic_forces_ev_per_a": [[-0.30, -0.67, 1.66], [-0.86, -1.50, -3.19], [-0.02, 1.01, -1.60], [0.71, 0.81, 0.25], [-0.77, 0.40, 0.72], [0.47, 0.08, 0.15], [0.84, 0.85, 0.66], [1.99, 0.48, 0.63], [-1.81, -1.28, 1.04], [-0.67, -4.52, -1.04], [0.16, 4.93, 1.09], [0.89, -0.71, 0.13], [0.08, 0.03, -0.22], [-0.71, 0.10, -0.27]]
}

{
  "formula": "C22H32INO15P",
  "method": "ωB97M-V/def2-TZVPD",
  "charge": -1,
  "gap_ev": 5.5,
  "e_tot_ha": -2679.6470,
  "symbols": ["N", "P", "I", "C", "C", "C", "C", "C", "C", "C", "H", "H", "H", "H", "H", "H", "H", "H", "H", "H", "H", "H", "C", "C", "O", "C", "O", "O", "H", "H", "H", "H", "C", "C", "O", "C", "O", "O", "H", "H", "H", "H", "C", "C", "O", "C", "O", "O", "H", "H", "H", "H", "C", "C", "O", "C", "O", "O", "H", "H", "H", "H", "C", "C", "O", "C", "O", "O", "H", "H", "H", "H"],
  "positions_angstrom": [[4.7397, 0.1805, -1.9502], [4.3574, -1.4916, -1.4482], [3.7607, -3.8076, -0.6945], [3.2478, -1.7085, -3.0084], [1.7034, -1.3462, -2.5122], [0.6636, -2.6140, -2.4018], [-0.8550, -2.2981, -1.8671], [-1.2695, -0.7453, -1.4701], [-0.2495, 0.5457, -1.6027], [1.2767, 0.2262, -2.1401], [5.0159, 0.2468, -2.9608], [5.6288, 0.4378, -1.4303], [3.2479, -1.0460, -0.6222], [5.2099, -1.2953, -0.2693], [5.5030, -2.0577, -2.1422], [3.3491, -2.8572, -3.3149], [3.5990, -1.0910, -3.9389], [1.0097, -3.7024, -2.6626], [-1.6307, -3.1789, -1.7359], [-2.3652, -0.5653, -1.0634], [-0.5137, 1.6549, -1.3152], [2.1254, 1.0481, -2.2629], [-6.2656, -0.1113, 1.1649], [-5.3629, 1.0255, 0.8102], [-4.3978, 0.4241, -0.0319], [-4.9755, -0.6929, -0.5631], [-4.4890, -1.3588, -1.4618], [-6.1683, -0.9667, 0.0417], [-7.2993, 0.2102, 1.3190], [-5.9254, -0.6541, 2.0531], [-5.8805, 1.8114, 0.2501], [-4.8879, 1.4696, 1.6892], [3.1409, 4.3135, -2.3720], [2.8647, 5.7485, -2.0598], [1.4532, 5.8283, -2.1178], [0.9749, 4.5699, -1.8911], [-0.2004, 4.3034, -1.7028], [1.9830, 3.6495, -1.9017], [4.0346, 3.9413, -1.8637], [3.2408, 4.1311, -3.4471], [3.1937, 6.0283, -1.0535], [3.3217, 6.4276, -2.7848], [9.5014, -0.7154, -2.5468], [8.9822, -1.1986, -1.2315], [8.6485, -0.0021, -0.5540], [8.4299, 0.9476, -1.5100], [7.9593, 2.0511, -1.2896], [8.8057, 0.5011, -2.7440], [9.2937, -1.4169, -3.3596], [10.5762, -0.5078, -2.5215], [8.0792, -1.8090, -1.3372], [9.7310, -1.7657, -0.6716], [-9.3699, -0.5307, 5.4694], [-9.7676, -0.5360, 4.0289], [-8.5310, -0.6485, 3.3504], [-7.6506, -1.2216, 4.2222], [-6.5393, -1.6204, 3.9162], [-8.1763, -1.2911, 5.4801], [-10.1269, -0.9885, 6.1120], [-9.1508, 0.4764, 5.8391], [-10.3924, -1.3975, 3.7708], [-10.2880, 0.3805, 3.7376], [-1.8583, -0.6569, 2.4098], [-2.1442, -2.0806, 2.7627], [-1.0826, -2.4192, 3.6347], [-0.6240, -1.2518, 4.1738], [0.1740, -1.1847, 5.0938], [-1.1754, -0.1701, 3.5498], [-2.7703, -0.0814, 2.2292], [-1.2013, -0.5658, 1.5386], [-3.0924, -2.1963, 3.2982], [-2.1492, -2.7337, 1.8857]],
  "atomic_forces_ev_per_a": [[2.09, 1.06, -0.50], [0.62, 2.59, -0.06], [-0.20, -1.86, 0.80], [-2.09, -0.91, -0.76], [-2.38, -0.10, -0.08], [-1.63, 4.57, 1.40], [3.02, 3.10, -0.25], [2.74, -0.53, -0.89], [2.15, -4.45, -1.19], [-2.61, -3.25, 0.37], [-0.43, -0.23, 1.23], [-1.49, -0.15, -0.71], [0.08, -0.29, -0.45], [0.03, -0.47, -0.06], [-0.12, -0.34, -0.22], [-0.62, 2.51, 0.56], [-0.77, -0.80, 1.83], [-0.68, 2.46, 0.60], [1.68, 2.16, -0.30], [2.68, -0.41, -1.11], [0.35, -2.56, -0.64], [-2.10, -2.00, 0.41], [-0.56, -0.02, 0.94], [-0.01, 1.01, 0.39], [-0.19, -0.79, -0.36], [0.91, -1.53, -1.99], [-1.25, 1.50, 2.11], [0.74, 0.08, -0.71], [0.16, -0.22, -0.13], [-0.09, 0.12, -0.21], [0.07, -0.04, 0.01], [0.09, -0.07, -0.23], [1.09, -0.52, -0.28], [0.73, 0.78, 0.07], [-0.59, -0.63, 0.05], [-2.18, -0.90, 0.39], [2.52, 0.67, -0.39], [-1.01, 0.74, 0.15], [-0.27, -0.15, -0.07], [-0.02, 0.01, 0.09], [-0.03, -0.05, -0.07], [-0.24, -0.03, 0.11], [0.55, -0.56, -0.72], [-0.11, -1.21, 0.40], [-0.08, 1.02, -0.60], [-1.05, 2.05, 0.62], [1.10, -2.35, -0.53], [-0.33, 0.49, 0.70], [-0.06, 0.26, 0.06], [-0.05, 0.02, 0.01], [0.02, 0.09, 0.00], [-0.16, 0.21, 0.06], [-0.59, 0.34, 0.90], [-1.07, 0.23, -0.43], [0.74, -0.30, 0.48], [2.34, -0.94, -0.45], [-2.55, 0.87, 0.83], [0.51, -0.12, -0.92], [0.27, -0.02, -0.04], [-0.01, -0.08, -0.04], [0.08, 0.07, 0.03], [0.20, -0.15, -0.10], [-0.28, 0.54, -1.08], [-0.76, -0.69, -0.55], [0.51, 0.77, 0.54], [1.63, 0.11, 1.73], [-1.79, -0.13, -1.93], [0.43, -0.63, 0.83], [0.21, 0.04, 0.12], [-0.09, -0.03, 0.03], [0.04, 0.01, 0.01], [0.15, 0.03, 0.21]]
}